17
Properties=species:S:1:pos:R:3:forces:R:3 method="wB97M-V/def2-TZVPD" multiplicity=3 homo_lumo_gap_ev="8.145 / 10.513" total_charge=+2 homo_ev="-18.18 / -21.78" energy_ev=-8303.337
C 2.269726 -1.024802 0.068950 1.40 -1.97 0.21
C -0.510840 -0.578130 0.184188 2.93 0.74 -2.13
C 1.242332 1.049359 -0.044326 -2.47 1.97 0.67
C -1.162256 1.753854 0.137688 0.70 0.97 0.14
C -1.487588 -1.575658 0.016961 -1.39 0.81 -0.09
N 2.340251 0.254943 -0.039701 -2.20 1.36 -0.09
N -0.098344 0.647554 -0.002154 0.03 -1.06 1.76
H 1.285263 -1.488257 0.167479 0.49 0.14 -0.01
H 3.179408 -1.645234 0.102523 -0.38 0.47 -0.17
H 1.228522 2.159915 0.090777 1.17 -1.13 -0.45
H -1.898167 1.277110 0.771470 -0.87 -0.01 -0.77
H -0.896175 2.654282 0.811968 0.49 -1.39 -1.45
H -1.332968 1.991565 -0.932160 -0.83 0.27 1.03
H -2.169796 -1.150728 0.781277 -1.40 -0.71 -0.65
H -1.800864 -1.837382 -1.046668 -0.17 1.24 1.08
H -1.231645 -2.530102 0.378267 0.86 -1.27 0.89
H 3.127592 0.865964 -0.145240 1.64 -0.43 0.03